A | {
  "formula": "C3H9NO3",
  "method": "ωB97M-V/def2-TZVPD",
  "e_lumo_ev": [-0.8, -0.8],
  "homo_energy_ev": [-8.46, -8.46],
  "gap_ev": [7.71, 7.71],
  "multiplicity": 1,
  "elements": ["C", "C", "C", "N", "O", "O", "O", "H", "H", "H", "H", "H", "H", "H", "H", "H"],
  "coordinates": [[0.3669, 0.3206, -2.0148], [-0.0541, 0.1919, 2.4895], [0.8570, 1.0089, -0.8683], [-1.1967, -1.5542, -0.7375], [-1.7859, -1.4248, 0.3118], [-0.1562, -0.2908, 1.1857], [-1.1964, -0.6809, -1.6859], [-0.4512, -2.2681, -0.7865], [-0.1930, 0.8555, -2.7695], [0.9562, -0.4994, -2.4102], [0.9529, 0.5965, 2.6798], [-0.7829, 0.9860, 2.7120], [-0.2038, -0.6213, 3.2113], [0.5447, 2.0476, -0.7938], [1.9280, 0.8916, -0.7091], [0.4144, 0.4406, 0.1855]]
}

---

B | {
  "formula": "C3H9NO3",
  "method": "ωB97M-V/def2-TZVPD",
  "e_lumo_ev": 0.5,
  "homo_energy_ev": -10.07,
  "gap_ev": 10.57,
  "multiplicity": 1,
  "smiles": "CC(=O)NCO.O",
  "elements": ["C", "C", "O", "N", "C", "O", "H", "H", "H", "H", "H", "H", "H", "O", "H", "H"],
  "coordinates": [[-0.7524, 0.9372, 1.5174], [-0.2078, 1.8100, 0.4305], [-0.4736, 2.9866, 0.3071], [0.6996, 1.2456, -0.4494], [1.0033, -0.1425, -0.5172], [0.2020, -0.8432, -1.4909], [0.0406, 0.5979, 2.1815], [-1.3207, 0.0926, 1.1310], [-1.4004, 1.5371, 2.1351], [1.0977, 1.8775, -1.1210], [0.6969, -0.6194, 0.4063], [2.0421, -0.3603, -0.7623], [0.2116, -0.4097, -2.3532], [-0.7423, -3.0698, -0.1501], [0.1753, -2.9870, -0.4262], [-1.2716, -2.6524, -0.8385]]
}

---

C | {
  "formula": "C3H9NO3",
  "method": "ωB97M-V/def2-TZVPD",
  "e_lumo_ev": 0.6,
  "homo_energy_ev": -10.02,
  "gap_ev": 10.59,
  "multiplicity": 1,
  "smiles": "O=CNCCO.O",
  "elements": ["O", "C", "N", "C", "C", "O", "H", "H", "H", "H", "H", "H", "H", "O", "H", "H"],
  "coordinates": [[0.3471, 1.0197, -2.0272], [0.3780, 0.4747, -0.9516], [-0.3860, -0.6272, -0.5983], [-0.0853, -1.3178, 0.6510], [1.2763, -1.8398, 0.9513], [1.9186, -0.7438, 1.7149], [0.9369, 0.7940, -0.0157], [-1.0520, -0.8713, -1.3017], [-0.6350, -0.8195, 1.4383], [-0.6987, -2.2853, 0.6529], [1.2020, -2.8251, 1.4513], [2.0012, -1.8244, 0.1502], [2.8598, -0.9333, 1.9145], [-2.9956, 2.7349, -0.1071], [-2.5907, 2.1841, -0.7875], [-2.5628, 2.4668, 0.7090]]
}

---

Stability order, top to bottom: B, C, A

---

A | {
  "formula": "C3H9NO3",
  "method": "ωB97M-V/def2-TZVPD",
  "e_lumo_ev": 0.5,
  "homo_energy_ev": -8.71,
  "gap_ev": 9.25,
  "multiplicity": 1,
  "smiles": "CNCC(=O)O.O",
  "elements": ["C", "N", "C", "C", "O", "O", "H", "H", "H", "H", "H", "H", "H", "O", "H", "H"],
  "coordinates": [[-1.4929, -2.0078, 0.5915], [-1.3332, -0.5826, 0.6129], [-1.2467, 0.2637, -0.5716], [-0.0180, -0.1509, -1.3941], [0.7720, -1.1037, -1.2005], [-0.0384, 0.5644, -2.6705], [-2.4957, -2.3681, 0.4913], [-1.0914, -2.3704, -0.3607], [-0.9220, -2.5580, 1.4198], [-0.7921, -0.0998, 1.3117], [-2.1697, 0.0620, -1.2632], [-1.2085, 1.3580, -0.4786], [-0.6957, 1.3449, -2.5575], [2.8573, 2.4729, 3.5734], [2.9203, 2.6485, 4.5027], [3.6062, 1.9620, 3.2700]]
}

---

B | {
  "formula": "C3H9NO3",
  "method": "ωB97M-V/def2-TZVPD",
  "e_lumo_ev": 0.3,
  "homo_energy_ev": -9.99,
  "gap_ev": 10.26,
  "multiplicity": 1,
  "smiles": "NC(=O)CCO.O",
  "elements": ["N", "C", "O", "C", "C", "O", "H", "H", "H", "H", "H", "H", "H", "O", "H", "H"],
  "coordinates": [[0.3376, -1.3684, -0.9206], [-0.5752, -1.6312, 0.1720], [-1.1612, -2.6803, 0.4676], [-0.6721, -0.3952, 1.0609], [0.5268, 0.4082, 1.4773], [0.1862, 1.7100, 2.1264], [0.0294, -2.0234, -1.6881], [0.4364, -0.3770, -1.0941], [-1.3431, 0.2847, 0.5817], [-1.0487, -0.5963, 2.0649], [1.1507, -0.0734, 2.2063], [1.2289, 0.6458, 0.6378], [-0.6830, 2.0830, 1.9448], [0.7304, 1.0943, -2.9075], [0.2885, 1.0297, -3.7805], [0.5683, 1.8894, -2.3489]]
}

---

Stability order, top to bottom: B, A

---

A | {
  "formula": "C20H34N5OSScSi2Te",
  "method": "ωB97M-V/def2-TZVPD",
  "s_squared": 0.762,
  "total_charge": 1,
  "e_lumo_ev": [-2.9, -3.2],
  "homo_energy_ev": [-8.79, -10.84],
  "gap_ev": [5.89, 7.67],
  "multiplicity": 2,
  "elements": ["Sc", "N", "C", "S", "N", "N", "C", "C", "C", "C", "C", "C", "N", "H", "H", "H", "H", "H", "H", "H", "O", "N", "C", "C", "C", "C", "C", "H", "H", "H", "H", "H", "C", "Si", "C", "C", "C", "Te", "C", "Si", "C", "C", "C", "H", "H", "H", "H", "H", "H", "H", "H", "H", "H", "H", "H", "H", "H", "H", "H", "H", "H", "H", "H", "H", "H"],
  "coordinates": [[0.3681, -1.0634, 0.9447], [3.8010, -2.2017, 3.3150], [2.6035, -1.6282, 2.9587], [1.2735, -2.7437, 2.6126], [2.5503, -0.3400, 2.8472], [1.3134, 0.0666, 2.3522], [0.6543, 1.0031, 3.0252], [-0.7014, 1.1740, 2.6843], [-1.5240, 2.1382, 3.3028], [-2.8458, 2.2234, 2.9729], [-3.3641, 1.3362, 2.0074], [-2.5230, 0.4238, 1.4365], [-1.2059, 0.3094, 1.7312], [3.7284, -3.0918, 3.7817], [4.4587, -1.5578, 3.7318], [1.1336, 1.5399, 3.8340], [-1.0828, 2.7948, 4.0407], [-3.4851, 2.9572, 3.4443], [-4.4051, 1.3604, 1.7197], [-2.9122, -0.2672, 0.7000], [1.2468, -2.2285, -0.5628], [2.0840, -3.2620, -0.4944], [1.6700, -4.4501, -0.9601], [2.5058, -5.5417, -0.9015], [3.7747, -5.4018, -0.3579], [4.1709, -4.1629, 0.1158], [3.3012, -3.0967, 0.0421], [0.6682, -4.4626, -1.3604], [2.1537, -6.4898, -1.2799], [4.4427, -6.2496, -0.3029], [5.1444, -4.0056, 0.5556], [3.5318, -2.1031, 0.3945], [-2.5377, -1.3323, -4.0507], [-2.7770, -0.7932, -2.2840], [-2.0692, -2.1558, -1.1864], [-4.5766, -0.5057, -1.8813], [-1.8269, 0.8231, -2.0284], [0.2618, 0.4487, -1.8440], [0.9422, 2.4618, -2.0685], [0.7954, 3.6640, -0.6182], [1.1474, 5.3713, -1.2864], [-0.9364, 3.6024, 0.0769], [2.0783, 3.1896, 0.6501], [-3.0284, -2.2886, -4.2411], [-1.4770, -1.4471, -4.2853], [-2.9561, -0.6003, -4.7441], [-2.6508, -3.0709, -1.3246], [-2.1090, -1.9392, -0.1092], [-1.0398, -2.3862, -1.4689], [-5.1671, -1.4110, -2.0334], [-4.9918, 0.2743, -2.5226], [-4.7183, -0.1856, -0.8471], [-2.1671, 1.3879, -1.1614], [-1.9498, 1.4435, -2.9179], [0.4075, 2.8231, -2.9495], [1.9900, 2.3626, -2.3625], [0.4066, 5.6676, -2.0317], [2.1336, 5.4247, -1.7515], [1.1212, 6.1106, -0.4828], [-1.6696, 3.8937, -0.6790], [-1.0354, 4.2950, 0.9158], [-1.1967, 2.6069, 0.4398], [3.0810, 3.3809, 0.2607], [2.0203, 2.1339, 0.9190], [1.9655, 3.7712, 1.5673]]
}

---

B | {
  "formula": "C20H34N5OSScSi2Te",
  "method": "ωB97M-V/def2-TZVPD",
  "s_squared": 0.763,
  "total_charge": 1,
  "e_lumo_ev": [-2.8, -3.1],
  "homo_energy_ev": [-8.75, -10.82],
  "gap_ev": [5.96, 7.71],
  "multiplicity": 2,
  "elements": ["Sc", "N", "C", "S", "N", "N", "C", "C", "C", "C", "C", "C", "N", "H", "H", "H", "H", "H", "H", "H", "O", "N", "C", "C", "C", "C", "C", "H", "H", "H", "H", "H", "C", "Si", "C", "C", "C", "Te", "C", "Si", "C", "C", "C", "H", "H", "H", "H", "H", "H", "H", "H", "H", "H", "H", "H", "H", "H", "H", "H", "H", "H", "H", "H", "H", "H"],
  "coordinates": [[-0.8139, -1.0949, -0.0058], [-1.8059, 2.8186, 1.6061], [-1.1087, 1.7430, 1.0992], [-1.4563, 1.2877, -0.5694], [-0.2957, 1.1282, 1.8980], [0.2839, 0.0243, 1.2744], [1.6112, -0.0568, 1.2886], [2.2102, -0.9478, 0.3774], [3.6082, -1.1248, 0.3155], [4.1525, -1.9318, -0.6421], [3.2984, -2.5816, -1.5512], [1.9489, -2.3877, -1.4352], [1.3698, -1.6005, -0.5025], [-2.1116, 3.4879, 0.9178], [-1.3847, 3.2251, 2.4296], [2.1950, 0.6053, 1.9159], [4.2297, -0.5989, 1.0279], [5.2241, -2.0653, -0.7045], [3.6844, -3.2221, -2.3309], [1.2799, -2.8757, -2.1314], [-2.8339, -1.4163, 0.5416], [-3.8304, -0.5517, 0.7141], [-4.8233, -0.5321, -0.1894], [-5.8776, 0.3365, -0.0350], [-5.9046, 1.1900, 1.0594], [-4.8652, 1.1461, 1.9711], [-3.8270, 0.2593, 1.7783], [-4.7151, -1.2314, -1.0032], [-6.6662, 0.3381, -0.7728], [-6.7251, 1.8805, 1.1943], [-4.8325, 1.7978, 2.8310], [-2.9735, 0.1678, 2.4337], [-2.7572, -5.4244, -2.4895], [-1.1261, -4.5410, -2.3599], [-1.4957, -2.6711, -2.3513], [-0.0410, -4.9363, -3.8201], [-0.2720, -5.0274, -0.7475], [-1.2480, -4.1112, 0.9164], [-0.2191, -5.0687, 2.5231], [1.5016, -4.4718, 3.0169], [2.1171, -5.6429, 4.3328], [2.6287, -4.5137, 1.5326], [1.3369, -2.7418, 3.6944], [-3.3014, -5.1241, -3.3868], [-3.3908, -5.2224, -1.6229], [-2.6049, -6.5044, -2.5438], [-1.9400, -2.3893, -3.3099], [-0.5913, -2.0492, -2.2769], [-2.2537, -2.4244, -1.5987], [-0.5467, -4.6619, -4.7486], [0.1596, -6.0090, -3.8626], [0.9207, -4.4212, -3.8007], [0.7800, -4.7453, -0.7266], [-0.3390, -6.1063, -0.5991], [-0.2331, -6.1290, 2.2620], [-0.9076, -4.9503, 3.3640], [2.2114, -6.6604, 3.9480], [1.4416, -5.6703, 5.1904], [3.0998, -5.3345, 4.6970], [2.7003, -5.5219, 1.1174], [3.6367, -4.1947, 1.8066], [2.2780, -3.8429, 0.7462], [0.7787, -2.7474, 4.6336], [0.8188, -2.0781, 2.9985], [2.3170, -2.3042, 3.8971]]
}

---

Stability order, top to bottom: B, A

---

A | {
  "formula": "H12O5S",
  "method": "ωB97M-V/def2-TZVPD",
  "e_lumo_ev": 0.5,
  "homo_energy_ev": -9.65,
  "gap_ev": 10.11,
  "multiplicity": 1,
  "smiles": "O.O.O.O.O.S",
  "elements": ["O", "H", "H", "O", "H", "H", "O", "H", "H", "O", "H", "H", "O", "H", "H", "S", "H", "H"],
  "coordinates": [[0.4450, -1.1010, -1.7067], [-0.0516, -0.2767, -1.7343], [0.5314, -1.4351, -2.5830], [-2.1963, 1.0284, -2.4671], [-3.0020, 1.3062, -2.0036], [-2.5107, 0.2325, -2.9021], [2.3403, 1.2120, 0.2397], [2.5211, 1.4813, -0.6471], [1.6732, 1.8830, 0.5059], [-1.1331, -1.5293, 1.1239], [-1.3696, -1.8606, 2.0085], [-0.1743, -1.4700, 1.1487], [1.5477, -1.4420, 1.4034], [2.0412, -0.6780, 1.0726], [1.8335, -2.0345, 0.6956], [-0.5290, 1.9910, 1.6268], [-0.7323, 1.8431, 2.9288], [-1.2347, 0.8499, 1.2900]]
}

---

B | {
  "formula": "H12O5S",
  "method": "ωB97M-V/def2-TZVPD",
  "e_lumo_ev": 0.4,
  "homo_energy_ev": -9.93,
  "gap_ev": 10.36,
  "multiplicity": 1,
  "smiles": "O.O.O.O.O.S",
  "elements": ["O", "H", "H", "O", "H", "H", "O", "H", "H", "O", "H", "H", "O", "H", "H", "S", "H", "H"],
  "coordinates": [[2.2047, -1.0130, 1.2463], [2.6543, -0.1644, 1.3387], [1.5805, -1.0115, 1.9813], [-0.2363, -0.6010, -0.3045], [0.6912, -0.7960, -0.5095], [-0.3262, 0.2179, -0.8142], [-1.5458, 1.4169, -1.9889], [-2.0034, 0.5760, -1.8962], [-1.7117, 1.7617, -2.8702], [-0.0553, 0.6926, 2.5579], [-0.8693, 0.1714, 2.5812], [-0.1026, 0.9807, 1.6347], [3.6424, 1.6742, 1.2761], [3.3201, 1.9740, 0.4406], [4.0759, 2.4478, 1.6499], [-3.9113, -2.2935, -1.7454], [-3.3461, -3.4883, -1.5239], [-4.0612, -2.5455, -3.0538]]
}

---

Stability order, top to bottom: A, B